{
  "formula": "C26H43F5O20",
  "method": "ωB97M-V with the def2-TZVPD basis set",
  "fmax_ha_per_bohr": 0.2445,
  "e_homo_ev": -9.232,
  "total_charge": 0,
  "e_tot_ha": -3019.733079,
  "gap_ev": 9.3,
  "spin_multiplicity": 1,
  "symbols": ["C", "C", "O", "C", "O", "O", "F", "H", "H", "H", "C", "C", "O", "C", "O", "O", "F", "H", "H", "H", "C", "C", "O", "C", "O", "O", "F", "H", "H", "H", "C", "C", "O", "C", "O", "O", "F", "H", "H", "H", "C", "C", "O", "C", "O", "O", "F", "H", "H", "H", "C", "C", "C", "O", "C", "H", "H", "H", "H", "H", "H", "H", "H", "C", "C", "C", "O", "C", "H", "H", "H", "H", "H", "H", "H", "H", "C", "O", "H", "H", "H", "H", "C", "O", "H", "H", "H", "H", "C", "O", "H", "H", "H", "H"],
  "xyz": [[-8.86, -18.72, -6.23], [-9.12, -20.08, -5.71], [-9.75, -20.59, -6.78], [-10.53, -19.65, -7.26], [-11.50, -19.81, -8.02], [-10.10, -18.43, -6.78], [-9.91, -19.99, -4.58], [-8.05, -18.76, -6.96], [-8.59, -17.97, -5.49], [-8.19, -20.63, -5.54], [-9.52, -20.67, -9.86], [-8.65, -19.43, -10.08], [-8.87, -19.26, -11.49], [-10.01, -19.74, -11.82], [-10.58, -19.65, -12.90], [-10.55, -20.38, -10.78], [-7.29, -19.51, -9.75], [-10.13, -20.67, -8.95], [-9.04, -21.58, -10.21], [-9.00, -18.48, -9.69], [-8.54, -22.17, -4.34], [-7.29, -22.93, -3.85], [-7.88, -23.90, -2.96], [-9.14, -24.14, -3.37], [-9.82, -25.10, -2.94], [-9.54, -23.25, -4.17], [-6.39, -22.17, -3.26], [-8.59, -21.75, -5.34], [-8.76, -21.37, -3.63], [-6.75, -23.37, -4.69], [-6.33, -22.10, -9.49], [-5.47, -22.98, -8.60], [-6.33, -23.17, -7.52], [-7.18, -22.12, -7.49], [-7.77, -21.86, -6.42], [-7.05, -21.36, -8.55], [-4.39, -22.26, -8.21], [-6.98, -22.74, -10.09], [-5.61, -21.47, -10.00], [-5.12, -23.93, -9.01], [-11.64, -21.97, -8.07], [-11.98, -23.28, -7.41], [-10.71, -23.75, -7.06], [-9.75, -23.25, -7.88], [-8.59, -23.75, -7.89], [-10.30, -22.25, -8.60], [-12.53, -24.16, -8.29], [-11.57, -21.32, -7.20], [-12.36, -21.77, -8.87], [-12.63, -23.22, -6.54], [-14.37, -18.86, -9.93], [-12.91, -19.25, -9.69], [-12.15, -18.49, -10.76], [-13.11, -17.49, -11.25], [-14.44, -18.00, -11.13], [-14.89, -18.37, -9.10], [-14.94, -19.78, -10.06], [-12.64, -20.31, -9.66], [-12.63, -19.07, -8.65], [-11.99, -19.19, -11.58], [-11.21, -18.09, -10.38], [-14.77, -18.48, -12.05], [-15.16, -17.20, -11.02], [-5.19, -17.31, -8.46], [-6.16, -18.36, -9.09], [-6.66, -18.98, -7.78], [-5.48, -19.07, -6.98], [-4.59, -18.03, -7.31], [-5.66, -16.38, -8.15], [-4.33, -17.07, -9.08], [-5.75, -19.10, -9.78], [-6.91, -17.77, -9.62], [-7.19, -19.90, -8.03], [-7.31, -18.27, -7.25], [-3.66, -18.48, -7.67], [-4.44, -17.36, -6.47], [-6.47, -20.15, -4.85], [-7.67, -19.79, -4.13], [-6.00, -20.99, -4.33], [-6.70, -20.43, -5.87], [-5.72, -19.39, -5.05], [-7.43, -19.04, -3.57], [-11.57, -21.60, -4.46], [-12.33, -21.57, -5.63], [-10.51, -21.81, -4.61], [-11.83, -20.91, -3.66], [-11.87, -22.56, -4.03], [-13.11, -21.03, -5.46], [-14.03, -19.00, -6.55], [-12.75, -19.41, -6.18], [-14.25, -17.94, -6.57], [-14.28, -19.41, -7.53], [-14.71, -19.33, -5.76], [-12.23, -19.36, -6.99]],
  "mulliken_charge": [-0.678, -0.356, 1.366, -0.609, -0.807, -0.414, -0.472, -0.591, 0.826, -1.537, -0.014, 0.444, -0.350, 0.435, -0.601, -0.587, -0.201, -0.559, 0.357, 0.341, 0.328, 0.509, -0.380, 0.426, -0.670, -0.555, -0.351, 1.267, 0.569, 0.293, -0.757, 0.044, -0.210, -0.357, 0.053, 0.977, -0.299, 0.340, 0.338, 0.450, 0.168, -0.138, -0.246, 0.636, -0.600, 0.059, -0.446, 0.212, 0.399, 0.636, -0.656, 1.633, -0.248, -0.604, -0.567, 0.286, 0.302, -0.815, -0.264, 0.447, -0.006, 0.239, 0.402, -1.021, -0.473, 1.012, -0.465, -0.545, 0.301, 0.425, 0.350, 0.146, -0.859, 0.407, 0.442, 0.267, -1.530, -0.367, 0.586, 0.726, 0.601, 0.490, -0.600, -0.552, 0.002, 0.302, 0.494, 0.336, -0.930, -0.555, 0.320, 0.274, 0.389, 1.189]
}

{
  "formula": "C3H2O2S3",
  "method": "ωB97M-V with the def2-TZVPD basis set",
  "fmax_ha_per_bohr": 0.0297,
  "e_homo_ev": -9.187,
  "total_charge": 0,
  "e_tot_ha": -1460.516284,
  "gap_ev": 6.9,
  "spin_multiplicity": 1,
  "symbols": ["C", "C", "C", "H", "H", "O", "O", "S", "S", "S"],
  "xyz": [[-0.29, -0.03, 1.23], [-0.51, -0.17, -0.19], [0.51, 0.44, -1.11], [0.91, -0.69, 2.58], [-0.51, -0.30, -2.50], [0.79, -0.68, 1.63], [0.31, 0.25, -2.38], [-1.26, 0.85, 2.15], [-1.78, -0.98, -0.77], [1.82, 1.31, -0.63]],
  "mulliken_charge": [0.177, 0.437, 0.328, 0.341, 0.281, -0.385, -0.400, -0.232, -0.298, -0.250]
}

{
  "formula": "C47H72N2O3P2RuSbSi2",
  "method": "ωB97M-V with the def2-TZVPD basis set",
  "fmax_ha_per_bohr": 0.0261,
  "s_squared": 8.806,
  "e_homo_ev": [-6.261, -7.517],
  "total_charge": 0,
  "e_tot_ha": -3766.114551,
  "gap_ev": [6.3, 6.4],
  "spin_multiplicity": 6,
  "symbols": ["Ru", "C", "Si", "C", "C", "N", "P", "C", "P", "N", "Si", "C", "C", "C", "C", "C", "C", "C", "C", "C", "C", "C", "C", "C", "C", "C", "C", "C", "C", "C", "C", "C", "C", "C", "C", "C", "C", "C", "H", "H", "H", "H", "H", "H", "H", "H", "H", "H", "H", "H", "H", "H", "H", "H", "H", "H", "H", "H", "H", "H", "H", "H", "H", "H", "H", "H", "H", "H", "H", "H", "H", "H", "H", "H", "H", "H", "C", "C", "C", "O", "C", "O", "O", "H", "H", "H", "H", "H", "H", "H", "C", "C", "C", "C", "Sb", "C", "C", "C", "C", "C", "C", "C", "C", "H", "H", "H", "H", "H", "H", "H", "H", "H", "H", "H", "H", "H", "H", "H", "H", "H", "H", "H", "H", "H", "H", "H", "H", "H", "H", "H"],
  "xyz": [[-1.02, -0.38, 0.68], [-2.04, -1.42, 3.93], [-0.23, -0.83, 3.97], [0.75, -2.01, 5.06], [-0.20, 0.92, 4.71], [0.34, -0.73, 2.35], [1.31, -1.32, 1.19], [-0.07, 0.10, -1.08], [-1.29, -0.78, -1.95], [-2.37, -1.13, -0.77], [-4.01, -1.66, -0.89], [-4.33, -2.80, 0.58], [-4.41, -2.56, -2.50], [-5.24, -0.20, -0.78], [-2.11, 0.19, -3.26], [-2.52, 1.46, -2.85], [-3.19, 2.30, -3.72], [-3.46, 1.87, -5.01], [-3.07, 0.61, -5.42], [-2.39, -0.24, -4.56], [-0.73, -2.30, -2.77], [0.09, -2.24, -3.89], [0.49, -3.40, -4.53], [0.07, -4.63, -4.05], [-0.70, -4.70, -2.90], [-1.09, -3.54, -2.25], [0.82, -3.08, 0.89], [-0.33, -3.62, 1.47], [-0.62, -4.97, 1.33], [0.22, -5.79, 0.59], [1.34, -5.24, -0.04], [1.63, -3.90, 0.11], [2.99, -1.73, 1.93], [3.14, -2.79, 2.82], [4.39, -3.13, 3.31], [5.51, -2.41, 2.91], [5.37, -1.35, 2.03], [4.12, -1.02, 1.54], [-2.65, -0.90, 4.67], [-2.14, -2.49, 4.10], [-2.48, -1.19, 2.95], [0.43, -1.91, 6.10], [1.82, -1.79, 5.02], [0.61, -3.05, 4.76], [-0.91, 1.00, 5.53], [-0.48, 1.65, 3.95], [0.78, 1.18, 5.09], [-3.82, -3.76, 0.46], [-5.40, -3.00, 0.67], [-3.99, -2.36, 1.52], [-3.75, -3.41, -2.68], [-4.34, -1.89, -3.35], [-5.43, -2.94, -2.45], [-5.61, -0.05, 0.24], [-6.11, -0.41, -1.41], [-4.80, 0.73, -1.14], [-2.29, 1.75, -1.83], [-3.49, 3.29, -3.40], [-3.98, 2.52, -5.70], [-3.29, 0.27, -6.43], [-2.08, -1.22, -4.88], [0.42, -1.27, -4.26], [1.11, -3.35, -5.42], [0.36, -5.54, -4.56], [-1.00, -5.66, -2.50], [-1.68, -3.58, -1.34], [-0.97, -2.99, 2.08], [-1.49, -5.39, 1.82], [0.02, -6.85, 0.50], [1.99, -5.87, -0.63], [2.52, -3.48, -0.36], [2.28, -3.37, 3.12], [4.50, -3.96, 4.00], [6.49, -2.68, 3.28], [6.24, -0.78, 1.72], [4.01, -0.20, 0.84], [-3.91, 2.89, 0.78], [-3.13, 2.12, 1.83], [-3.71, 2.32, 3.23], [-3.13, 0.72, 1.53], [-1.67, 2.63, 1.78], [-1.45, 3.72, 2.31], [-0.83, 1.92, 1.13], [-4.98, 2.64, 0.82], [-3.54, 2.66, -0.22], [-3.80, 3.96, 0.95], [-4.78, 2.14, 3.23], [-3.51, 3.34, 3.55], [-3.23, 1.63, 3.92], [-3.87, 0.51, 0.95], [3.06, -0.52, -1.75], [3.03, 1.00, -1.93], [2.42, 1.27, -3.29], [4.43, 1.58, -1.81], [1.66, 1.93, -0.27], [2.88, 2.93, 1.72], [4.21, 3.45, 1.23], [1.99, 4.01, 2.28], [3.02, 1.79, 2.70], [1.07, 3.85, -1.36], [2.30, 4.48, -2.00], [0.46, 4.86, -0.39], [0.01, 3.47, -2.38], [3.54, -0.97, -2.63], [2.04, -0.91, -1.69], [3.61, -0.84, -0.87], [3.01, 0.75, -4.06], [2.40, 2.32, -3.56], [1.40, 0.87, -3.33], [5.07, 1.19, -2.61], [4.90, 1.31, -0.86], [4.43, 2.67, -1.89], [4.09, 4.24, 0.48], [4.83, 2.66, 0.80], [4.75, 3.89, 2.08], [2.12, 4.96, 1.77], [2.25, 4.17, 3.33], [0.93, 3.74, 2.26], [3.86, 1.14, 2.46], [2.11, 1.18, 2.74], [3.20, 2.19, 3.70], [3.07, 4.70, -1.25], [2.02, 5.43, -2.47], [2.76, 3.85, -2.76], [1.22, 5.40, 0.16], [-0.23, 4.41, 0.32], [-0.11, 5.60, -0.97], [0.32, 2.66, -3.04], [-0.23, 4.35, -3.00], [-0.90, 3.17, -1.86]],
  "mulliken_charge": [-0.669, -0.692, 0.299, -1.220, -1.095, -0.251, 2.711, -1.132, 1.883, -0.137, 0.368, -0.963, -1.068, -1.698, 0.998, -0.696, -0.497, -0.920, -0.641, -0.591, 1.015, -0.198, -0.849, -0.888, -0.800, -0.793, 1.052, -0.367, -0.559, -0.743, -0.791, -0.763, 1.178, -0.779, -0.956, -0.772, -0.521, -0.981, 0.599, 0.368, -0.344, 0.468, 0.280, 0.294, 0.398, 0.094, 0.347, 0.266, 0.382, 0.116, 0.265, 0.305, 0.493, 0.548, 0.476, 0.317, -0.662, 0.499, 0.403, 0.438, 0.483, 0.424, 0.461, 0.416, 0.466, 0.448, -0.311, 0.433, 0.389, 0.456, 0.374, 0.713, 0.435, 0.386, 0.456, 0.462, -1.836, 2.091, -1.879, 0.245, -1.209, -0.741, 3.091, 0.506, 0.149, 0.445, 0.447, 0.348, 0.238, -0.569, -0.930, 2.131, -1.707, -1.530, -0.087, 1.858, -1.592, -1.928, -1.623, 2.349, -1.655, -1.857, -1.839, 0.801, -0.310, -0.183, 0.666, 0.294, -0.132, 0.414, 0.160, 0.284, 0.240, 0.212, 0.486, 0.311, 0.547, 0.446, 0.345, -0.171, 0.605, 0.153, 0.446, 0.294, 0.407, 0.178, 0.503, 0.162, 0.701, -0.085]
}